# 1
Entry from the OMol25 dataset: a structure of composition C35H52AsOP3Ru at a distorted geometry (ωB97M-V/def2-TZVPD).

**M**: 757.71 g mol⁻¹
**Gap between HOMO and LUMO (spin up / spin down)**: 6.082 / 3.913 eV
**Charge**: +4
**2S+1**: 5
**Expectation value of S²**: 6.108

Each line ends with the Löwdin charge.
CARTESIAN COORDINATES (ANGSTROEM)
Ru 1.680 0.962 1.504  0.652
P 1.327 -1.019 2.557  0.718
P -0.707 1.506 2.108  0.795
P 2.420 2.463 2.915  0.687
H 4.161 0.338 -3.358  0.084
C 4.699 0.578 -2.430  -0.040
C 5.015 -0.386 -1.566  -0.058
H 4.730 -1.429 -1.772  0.095
C 0.754 -2.468 1.569  -0.208
C 0.251 -1.202 4.045  -0.218
C 2.966 -1.586 3.146  -0.223
C -1.291 2.947 1.130  -0.231
C -1.963 0.226 1.666  -0.250
C -1.260 1.950 3.827  -0.214
C 4.226 2.366 2.937  -0.205
C 1.946 2.558 4.665  -0.206
C 1.996 4.078 2.185  -0.205
H 5.045 1.611 -2.363  0.088
H 5.688 -0.234 -0.720  0.084
H 1.017 -2.333 0.514  0.011
H -0.335 -2.586 1.622  0.037
H 1.249 -3.382 1.929  0.087
H -0.810 -1.180 3.760  0.043
H 0.439 -0.404 4.773  0.037
H 0.454 -2.170 4.531  0.082
H 3.639 -1.728 2.291  0.051
H 2.867 -2.543 3.680  0.076
H 3.400 -0.836 3.819  0.053
H -2.011 3.530 1.726  0.073
H -1.786 2.603 0.210  0.012
H -0.435 3.583 0.868  0.024
H -2.785 0.217 2.397  0.074
H -1.514 -0.775 1.647  -0.003
H -2.395 0.431 0.675  0.009
H -1.402 3.040 3.886  0.066
H -0.514 1.640 4.570  0.011
H -2.215 1.447 4.052  0.069
H 4.596 2.684 3.920  0.076
H 4.670 3.015 2.182  0.065
H 4.545 1.335 2.752  0.044
H 2.797 2.963 5.227  0.076
H 1.711 1.551 5.035  0.044
H 1.085 3.231 4.782  0.058
H 2.845 4.765 2.292  0.084
H 1.124 4.494 2.703  0.064
H 1.758 3.965 1.120  0.028
C 1.900 -0.497 -1.697  -0.428
C 1.731 0.880 -2.120  -0.048
C 2.135 1.920 -1.330  -0.056
C 3.008 1.700 -0.217  -0.194
C 3.235 0.337 0.238  -0.353
C 2.449 -0.702 -0.362  -0.062
O 1.568 -1.454 -2.485  0.041
H -0.244 -0.475 -2.144  0.015
H 1.403 1.034 -3.152  0.120
H 1.909 2.953 -1.629  0.139
H 3.769 2.435 0.043  0.126
H 4.215 0.082 0.642  0.108
H 2.676 -1.736 -0.095  0.122
C -1.788 -1.213 -6.591  0.083
C -1.010 -0.213 -6.002  0.026
C -0.927 -0.134 -4.611  0.010
C -1.606 -1.099 -3.843  -0.283
C -2.323 -2.144 -4.411  -0.022
C -2.444 -2.171 -5.809  0.090
As -1.698 -0.900 -1.915  1.462
C -3.263 0.265 -1.669  -0.361
C -3.142 1.659 -1.775  -0.129
C -4.306 2.445 -1.764  -0.032
C -5.559 1.843 -1.654  -0.011
C -5.670 0.455 -1.547  -0.019
C -4.527 -0.342 -1.560  -0.085
C -1.874 -2.637 -1.034  -0.360
C -2.791 -2.877 0.008  -0.120
C -2.966 -4.178 0.483  -0.031
C -2.227 -5.234 -0.070  -0.012
C -1.262 -4.976 -1.041  -0.028
C -1.054 -3.671 -1.500  -0.111
H -1.931 -1.218 -7.669  0.158
H -0.482 0.517 -6.620  0.147
H -0.320 0.632 -4.128  0.105
H -2.756 -2.919 -3.767  0.130
H -3.077 -2.936 -6.256  0.158
H -2.153 2.119 -1.881  0.101
H -4.227 3.528 -1.855  0.130
H -6.456 2.451 -1.649  0.134
H -6.643 -0.023 -1.475  0.134
H -4.596 -1.431 -1.489  0.109
H -3.340 -2.047 0.453  0.097
H -3.684 -4.356 1.296  0.135
H -2.412 -6.247 0.280  0.134
H -0.671 -5.791 -1.438  0.128
H -0.248 -3.446 -2.203  0.107

Cartesian forces, eV/Å:
-2.442 -0.594 -1.569
0.433 -1.901 2.040
-1.135 0.523 -0.068
0.823 1.228 1.365
0.210 0.065 0.434
0.362 -0.441 -0.704
0.595 -0.319 -0.926
0.139 0.482 0.128
-0.081 0.341 -0.581
0.103 0.204 -0.054
-0.045 -0.032 0.085
0.009 0.187 -0.047
0.095 -0.368 -0.163
0.502 -0.104 0.101
0.373 -0.291 0.143
-0.151 -0.089 -0.066
-0.173 0.029 -0.075
-0.050 -0.263 0.199
-0.169 0.062 -0.256
-0.290 -0.279 0.351
0.235 -0.029 0.126
-0.182 0.336 0.061
0.295 0.027 0.102
-0.021 -0.243 -0.138
-0.005 0.295 -0.238
-0.092 0.021 0.189
0.057 0.277 -0.110
-0.047 -0.228 -0.102
0.188 -0.145 -0.306
0.242 0.170 0.351
-0.400 -0.058 0.045
0.282 0.057 -0.248
-0.172 0.189 -0.006
0.211 0.019 0.376
0.096 -0.386 0.041
-0.420 0.140 -0.156
0.415 0.276 -0.150
-0.014 -0.093 -0.238
-0.048 -0.027 -0.056
0.106 0.198 0.145
-0.262 -0.070 -0.043
0.091 0.361 0.083
0.249 -0.307 0.092
-0.178 -0.107 0.022
0.172 -0.028 -0.141
0.145 0.142 0.205
-0.707 -1.464 -1.573
0.095 0.330 -0.292
-0.053 0.695 -0.140
0.299 -1.453 0.463
0.244 1.105 -0.916
1.203 -0.307 -0.276
0.600 2.019 2.245
-0.712 0.494 1.379
-0.101 0.123 0.505
0.310 -0.465 -0.001
-0.460 0.099 0.012
-0.551 0.049 0.560
-0.074 0.380 -0.063
0.862 1.718 -0.944
0.241 0.405 0.200
0.487 0.465 -1.691
-2.024 -2.110 0.613
0.447 0.169 -0.093
-0.939 -1.560 1.660
-0.218 -0.493 -0.199
0.137 0.352 -0.101
-0.068 -0.018 -0.120
0.428 -0.198 0.009
0.177 -0.203 0.062
0.278 -0.084 -0.071
0.512 -0.314 -0.021
0.160 0.057 0.102
0.056 0.218 -0.235
0.042 0.219 0.091
-0.248 0.382 0.119
-0.009 0.328 0.079
0.012 -0.024 -0.191
0.151 -0.090 0.085
-0.229 -0.287 0.140
-0.298 -0.144 -0.239
-0.041 0.357 -0.472
0.159 0.175 -0.139
-0.437 -0.062 -0.026
0.000 -0.291 0.021
0.077 -0.006 -0.024
0.137 0.130 0.027
-0.184 0.364 -0.052
-0.094 -0.268 -0.159
0.363 0.026 -0.472
0.120 0.144 -0.104
0.064 0.055 0.001
-0.262 -0.243 0.003


# 2
Entry from the OMol25 dataset: a structure of composition C35H52BrN3OP2Pt at a distorted geometry (ωB97M-V/def2-TZVPD).

**M**: 867.75 g mol⁻¹
**Gap between HOMO and LUMO (spin up / spin down)**: 4.012 / 3.217 eV
**Charge**: +4
**2S+1**: 5
**Expectation value of S²**: 6.125

Each line ends with the Löwdin charge.
CARTESIAN COORDINATES (ANGSTROEM)
C 0.378 -0.378 -7.892  0.046
C -0.824 -0.191 -7.143  -0.173
C -1.971 0.188 -7.834  0.022
C -1.926 0.332 -9.231  -0.041
N -0.802 0.140 -9.970  0.160
C 0.335 -0.218 -9.284  -0.040
C -0.918 -0.340 -5.699  0.162
C -0.529 -0.332 -4.517  -0.006
C 0.293 0.016 -3.382  -0.312
C 1.078 -0.893 -2.613  0.033
C 1.217 -0.633 -1.210  -0.034
C 0.721 0.547 -0.557  -0.204
C -0.065 1.522 -1.496  -0.100
C 0.001 1.322 -2.913  -0.064
Pt -1.992 -0.199 -2.342  0.792
P -1.102 -1.944 0.927  0.925
H -2.878 0.372 -7.281  0.129
H 1.308 -0.636 -7.387  0.131
H -2.842 0.612 -9.786  0.145
H 1.234 -0.377 -9.912  0.145
H -0.248 2.145 -3.652  0.176
H 1.718 -1.653 -3.143  0.172
H 0.116 2.630 -1.380  0.123
H 1.959 -1.346 -0.743  0.143
C -1.623 -2.599 2.632  -0.442
C -2.726 -3.628 2.760  -0.100
H -1.885 -1.698 3.227  0.024
H -0.684 -3.000 3.062  0.087
H -2.799 -3.816 3.842  0.113
H -3.700 -3.244 2.425  0.079
H -2.482 -4.579 2.270  0.084
C -2.561 -2.462 -0.129  -0.395
C -2.337 -3.658 -1.031  -0.111
H -2.873 -1.598 -0.823  -0.016
H -3.439 -2.656 0.498  0.076
H -3.174 -3.707 -1.743  0.113
H -1.432 -3.532 -1.627  0.073
H -2.312 -4.630 -0.520  0.089
C 0.241 -3.167 0.649  -0.383
C 0.090 -4.610 1.111  -0.083
H 1.090 -2.712 1.167  0.079
H 0.498 -3.143 -0.417  0.069
H 0.933 -5.184 0.716  0.114
H 0.124 -4.732 2.192  0.092
H -0.813 -5.098 0.745  0.067
Br -0.108 -0.107 2.289  0.709
P -2.417 1.212 0.405  1.066
C -3.656 0.126 1.654  -0.332
C -5.108 0.343 2.159  -0.090
H -3.092 -0.185 2.551  0.038
H -3.740 -0.838 1.115  0.011
H -5.601 -0.645 2.221  0.098
H -5.148 0.757 3.173  0.090
H -5.686 0.957 1.465  0.073
C -1.704 2.991 1.697  -0.203
C -2.342 4.238 2.368  -0.099
H -0.879 3.442 1.106  0.033
H -1.167 2.426 2.490  0.008
H -1.633 4.597 3.123  0.104
H -2.457 5.095 1.696  0.084
H -3.281 4.061 2.890  0.082
C -3.255 2.030 -1.032  -0.468
C -4.752 2.324 -1.394  -0.111
H -3.143 1.271 -2.094  0.013
H -2.683 2.918 -1.427  0.094
H -4.798 2.612 -2.466  0.101
H -5.420 1.459 -1.284  0.086
H -5.114 3.149 -0.805  0.083
C 6.878 -1.246 3.332  -0.069
C 6.053 -0.299 4.153  -0.194
N 4.806 0.153 3.496  -0.046
C 3.732 0.605 4.447  -0.196
C 3.756 2.060 4.803  -0.058
C 4.967 0.805 2.278  -0.365
O 6.099 0.915 1.766  0.091
C 3.717 1.399 1.586  -0.031
C 3.931 2.699 1.047  0.087
C 2.843 3.361 0.498  0.056
C 1.630 2.639 0.412  -0.017
N 1.522 1.269 0.432  -0.079
C 2.493 0.734 1.311  -0.041
H 6.270 -2.071 2.972  0.082
H 7.660 -1.656 3.966  0.095
H 7.340 -0.748 2.488  0.069
H 5.734 -0.759 5.091  0.125
H 6.643 0.598 4.383  0.141
H 2.751 0.335 4.043  0.084
H 3.870 -0.009 5.355  0.131
H 3.336 2.672 4.015  0.059
H 3.176 2.263 5.697  0.093
H 4.763 2.403 5.001  0.096
H 4.913 3.160 1.103  0.158
H 2.900 4.408 0.129  0.159
H 0.745 3.109 0.042  0.078
H 2.264 -0.263 1.688  0.064

Cartesian forces, eV/Å:
0.273 -0.429 -0.614
-0.153 -0.328 1.611
-0.738 0.665 -1.358
-0.095 -0.094 0.042
0.211 -0.183 1.736
-0.318 0.055 0.041
1.679 0.094 -1.235
1.510 0.005 -1.432
-1.666 -1.098 -0.751
0.185 0.554 0.541
1.454 0.054 0.100
0.317 1.667 -3.681
3.835 0.238 -1.187
-1.573 0.520 2.453
0.250 1.242 0.738
-0.270 -2.617 3.872
-0.194 -0.010 -0.167
-0.225 0.022 -0.220
0.704 -0.214 0.338
-0.650 0.167 0.566
0.106 -1.121 1.100
-1.205 0.399 0.858
-1.340 -1.434 0.627
-0.897 1.240 -0.042
0.074 0.917 0.327
-0.096 -0.166 0.087
0.118 -0.798 -0.299
-0.378 0.413 -0.204
-0.170 -0.127 -0.348
0.250 -0.264 0.135
-0.250 0.251 0.088
-1.544 1.839 -1.730
0.590 -0.628 -0.270
0.431 -0.952 1.055
0.512 0.207 0.377
0.098 0.155 0.250
-0.007 -0.203 -0.095
0.045 0.464 -0.063
1.268 0.998 -1.058
-0.470 -0.536 0.241
0.111 -0.051 0.011
-0.047 -0.041 0.154
-0.017 0.235 -0.073
-0.042 0.147 -0.034
0.121 0.069 0.034
-1.788 -1.664 -0.961
-2.416 2.361 2.325
0.389 -1.511 -0.605
-0.143 0.718 -0.372
0.519 0.833 -0.574
0.290 0.790 -0.171
0.332 0.383 -0.187
0.136 0.229 -0.421
-0.121 -0.045 0.283
2.055 0.096 0.426
-1.148 -0.358 -0.747
-0.641 -0.768 -0.316
-0.791 -0.240 -0.670
0.230 -0.477 -0.001
-0.216 -0.398 -0.141
0.023 -0.051 -0.055
-0.468 -0.421 -2.817
0.108 -0.529 -0.007
0.435 0.510 1.496
-0.063 -0.921 0.894
0.151 -0.051 0.726
0.291 0.206 0.206
-0.236 0.299 0.284
0.183 -0.287 -0.106
-0.015 0.557 0.194
-0.955 1.277 -0.966
0.262 -1.197 -0.135
0.159 0.435 0.108
2.288 -1.257 1.480
-3.407 0.563 0.047
-0.784 0.016 -0.598
-0.346 -0.637 -0.029
-1.262 -0.401 0.485
0.539 0.604 -2.230
2.340 0.894 2.149
1.469 -0.456 -1.061
-0.059 -0.204 -0.058
0.075 -0.078 0.024
0.075 -0.138 0.066
0.145 0.037 -0.136
-0.016 -0.152 0.131
-0.029 -0.118 -0.035
-0.113 0.240 -0.502
-0.037 0.267 -0.282
-0.144 -0.089 0.158
0.264 0.085 0.042
0.013 -0.177 0.001
-0.273 -0.828 0.615
0.187 0.503 -0.033
0.716 0.224 -0.444


# 3
Entry from the OMol25 dataset: a cluster of 8 separate species, C35H52NO16 in total (ωB97M-V/def2-TZVPD).

**M**: 742.79 g mol⁻¹
**Gap between HOMO and LUMO**: 3.112 eV
**Charge**: -1

Each line ends with the Löwdin charge.
CARTESIAN COORDINATES (ANGSTROEM)
C 0.444 -0.990 -0.587  -0.035
C -0.215 -0.013 -0.244  -0.438
N -0.930 0.983 0.179  -0.080
C -1.508 1.748 -0.916  -0.309
C -3.046 1.637 -1.048  -0.177
C -3.813 1.406 0.239  -0.185
O -3.683 0.119 0.874  0.016
C -4.249 -0.935 0.290  -0.532
C -5.367 -0.735 -0.709  0.007
O -3.925 -2.052 0.621  0.069
H 1.089 -1.720 -0.998  -0.056
H -1.091 1.396 -1.868  0.089
H -1.221 2.808 -0.836  0.078
H -3.285 0.911 -1.822  0.095
H -3.403 2.600 -1.421  0.089
H -3.467 2.130 0.972  0.125
H -4.872 1.619 0.081  0.087
H -5.657 -1.725 -1.045  0.078
H -6.237 -0.267 -0.251  0.086
H -5.082 -0.152 -1.577  0.071
O 2.925 0.180 -2.233  0.114
C 3.713 0.204 -1.341  -0.494
O 3.999 -0.896 -0.594  0.007
C 4.882 -0.552 0.481  -0.165
C 5.592 0.716 0.032  -0.155
C 4.510 1.388 -0.817  -0.067
H 4.290 -0.393 1.383  0.115
H 5.567 -1.384 0.649  0.115
H 5.950 1.320 0.864  0.113
H 6.446 0.462 -0.586  0.087
H 3.841 2.011 -0.221  0.131
H 4.912 1.967 -1.644  0.117
O 8.646 0.045 -0.177  0.111
C 9.068 -0.045 0.939  -0.472
O 8.590 0.712 1.957  0.023
C 9.346 0.467 3.154  -0.153
C 9.976 -0.907 2.954  -0.145
C 10.175 -0.945 1.440  -0.070
H 10.095 1.256 3.255  0.122
H 8.671 0.511 4.005  0.125
H 10.887 -1.051 3.531  0.112
H 9.266 -1.682 3.245  0.120
H 11.131 -0.513 1.135  0.134
H 10.060 -1.947 1.029  0.082
O -5.867 3.218 -2.084  0.125
C -6.483 3.920 -1.340  -0.478
O -6.816 3.537 -0.082  0.016
C -7.639 4.537 0.540  -0.153
C -7.347 5.827 -0.215  -0.152
C -7.038 5.305 -1.615  -0.081
H -8.684 4.229 0.444  0.124
H -7.385 4.589 1.596  0.124
H -8.164 6.543 -0.180  0.103
H -6.459 6.305 0.202  0.120
H -7.940 5.205 -2.220  0.113
H -6.309 5.913 -2.142  0.128
O 10.120 -3.962 0.531  0.097
C 9.666 -3.995 -0.580  -0.488
O 8.565 -3.301 -0.910  0.032
C 8.173 -3.585 -2.265  -0.136
C 9.441 -4.097 -2.939  -0.149
C 10.161 -4.783 -1.776  -0.071
H 7.381 -4.336 -2.241  0.130
H 7.781 -2.676 -2.711  0.131
H 9.240 -4.747 -3.788  0.114
H 10.036 -3.254 -3.292  0.118
H 9.854 -5.823 -1.653  0.130
H 11.244 -4.728 -1.848  0.122
O 4.694 -0.921 3.896  0.118
C 4.223 -2.009 4.043  -0.484
O 3.408 -2.317 5.082  0.025
C 3.064 -3.711 5.048  -0.160
C 3.273 -4.142 3.601  -0.148
C 4.422 -3.233 3.169  -0.072
H 3.721 -4.245 5.740  0.121
H 2.036 -3.823 5.383  0.124
H 3.479 -5.205 3.497  0.112
H 2.384 -3.910 3.015  0.125
H 5.401 -3.661 3.394  0.129
H 4.374 -2.959 2.119  0.112
O -5.840 -8.243 2.770  0.100
C -5.475 -7.110 2.629  -0.500
O -4.296 -6.663 3.109  0.020
C -4.168 -5.240 2.883  -0.139
C -5.114 -4.935 1.733  -0.156
C -6.215 -5.973 1.950  -0.080
H -4.449 -4.722 3.802  0.125
H -3.132 -5.010 2.652  0.129
H -5.454 -3.903 1.726  0.104
H -4.611 -5.121 0.785  0.123
H -6.990 -5.616 2.631  0.126
H -6.670 -6.315 1.025  0.120
O -9.071 7.723 -2.376  0.122
C -9.606 7.640 -3.441  -0.480
O -10.774 8.266 -3.723  0.026
C -11.229 7.902 -5.037  -0.157
C -9.982 7.437 -5.780  -0.153
C -9.151 6.838 -4.647  -0.077
H -11.972 7.108 -4.936  0.126
H -11.702 8.768 -5.494  0.123
H -10.200 6.744 -6.590  0.115
H -9.461 8.297 -6.202  0.118
H -9.390 5.787 -4.471  0.131
H -8.081 6.947 -4.795  0.128

Cartesian forces, eV/Å:
-0.055 -0.283 -0.091
-0.081 -0.071 0.392
-0.206 0.456 -0.346
0.312 -0.555 0.286
0.522 0.256 0.052
-0.173 0.417 0.064
-0.067 -0.048 -0.503
0.165 -0.173 0.262
-0.098 -0.202 -0.206
-0.164 0.010 0.169
0.168 0.004 0.030
0.024 0.185 -0.196
-0.187 0.139 0.133
-0.151 -0.250 0.086
-0.236 -0.013 -0.123
0.172 -0.158 0.221
-0.108 -0.092 -0.045
-0.017 -0.100 -0.024
0.052 0.182 0.107
0.069 0.204 0.012
0.283 -0.016 -0.407
-0.356 0.149 0.206
0.208 -0.136 -0.082
0.012 0.064 0.156
-0.281 0.217 -0.106
0.295 -0.275 0.163
-0.011 0.001 -0.003
-0.035 -0.037 -0.054
-0.021 -0.042 0.037
0.073 0.002 -0.032
-0.066 0.001 -0.058
-0.145 0.082 -0.030
0.130 0.036 0.000
0.145 -0.001 -0.174
-0.005 0.009 0.015
0.038 -0.065 0.126
0.014 -0.009 -0.076
-0.235 -0.139 0.332
0.014 -0.006 -0.020
-0.092 0.051 -0.075
0.012 0.072 -0.008
0.005 -0.003 0.008
0.001 -0.037 -0.053
0.153 0.262 -0.042
-0.046 -0.065 0.032
-0.074 0.022 -0.249
-0.016 0.000 0.029
-0.029 0.107 0.048
-0.027 0.049 -0.063
0.129 0.115 0.460
-0.005 0.009 -0.017
0.055 -0.110 -0.006
-0.036 -0.044 -0.041
0.005 -0.019 0.021
0.017 0.014 -0.051
-0.044 -0.086 -0.183
0.136 -0.188 -0.088
-0.091 -0.165 0.170
-0.053 0.017 -0.011
-0.027 0.003 -0.197
0.076 -0.070 0.057
-0.080 0.323 -0.286
0.008 -0.016 0.014
-0.008 0.064 0.126
-0.052 -0.029 0.035
-0.019 0.014 -0.006
0.042 -0.021 0.038
0.025 -0.130 0.132
0.065 0.091 0.143
0.093 -0.035 -0.154
0.026 -0.012 0.035
-0.055 -0.121 -0.040
0.048 0.022 -0.082
-0.410 -0.131 0.023
0.020 0.002 -0.008
-0.003 0.112 0.037
0.036 0.002 0.062
-0.007 0.010 0.002
0.039 0.032 -0.036
0.149 0.072 0.006
0.077 -0.037 -0.009
-0.209 0.000 0.063
0.034 0.027 0.006
0.040 0.155 -0.065
-0.190 -0.062 -0.038
0.385 0.162 -0.138
-0.026 -0.024 0.010
0.033 -0.103 0.032
0.077 0.025 0.013
0.030 0.063 -0.005
-0.054 -0.050 -0.013
-0.148 -0.082 0.092
-0.071 0.129 0.040
0.099 -0.251 0.049
-0.011 0.040 -0.034
-0.014 -0.026 -0.124
0.077 -0.062 0.034
-0.133 0.309 -0.267
0.015 -0.020 0.005
-0.011 0.054 0.107
-0.048 -0.027 0.036
-0.015 0.009 -0.008
0.059 -0.022 0.029
0.043 -0.135 0.134


Q: The lowest charge belongs to which entry?
A: C35H52NO16